The following is a quantum chemistry calculation of the molecule C7H7BrINO3 in a non-equilibrium geometry, from the Open Molecules 2025 dataset.

Structure (XYZ):
```
20
Properties=species:S:1:pos:R:3:mulliken_charge:R:1
C -2.69 -4.19 2.27 0.285
C -2.98 -3.10 1.84 0.137
C -1.15 -0.95 1.21 0.545
C -0.75 0.61 -0.77 -0.581
C 0.90 0.35 0.56 -0.754
C 0.63 1.30 -0.62 0.219
C -3.35 -1.84 1.34 -0.881
N -0.45 -0.16 0.41 0.151
O -0.80 -1.49 2.22 -0.558
O 1.54 1.13 -1.66 -0.544
O -2.46 -1.06 0.70 -0.118
Br -4.46 -0.84 2.57 -0.042
I -4.95 -2.47 -0.63 -0.040
H -2.42 -5.13 2.64 0.434
H -1.64 1.24 -0.69 0.252
H -0.82 -0.01 -1.67 0.257
H 1.67 -0.40 0.33 0.276
H 1.10 0.81 1.53 0.286
H 0.56 2.35 -0.31 0.357
H 1.42 1.82 -2.33 0.320
```

Computed properties:
Maximum force: 0.0414 hartree/bohr
Structure (SMILES): C#C[C@](Br)(I)OC(=O)N1CC(O)C1
HOMO-LUMO gap (alpha / beta): 7.584 / 7.583 eV
ΔE to the lowest compared entry with this formula, charge and spin: 0.0 kcal/mol
LUMO (alpha / beta): -1.573 / -1.574 eV


The following is a quantum chemistry calculation of a structure of composition C7H7BrOS in a non-equilibrium geometry, from the Open Molecules 2025 dataset.

Structure (XYZ):
```
17
Properties=species:S:1:pos:R:3:mulliken_charge:R:1
C 2.08 0.53 -0.80 -0.553
C 1.22 1.56 -1.10 -0.212
C 1.57 -0.53 -0.07 -0.409
C -0.11 1.53 -0.68 -0.610
C 0.23 -0.75 0.21 0.876
C -0.47 0.41 0.03 0.165
C -0.35 -1.95 0.86 -1.387
O -2.88 2.02 0.87 -0.442
S -2.51 0.67 1.24 0.416
Br -3.38 -0.67 -0.42 -0.174
H 3.15 0.50 -0.93 0.352
H 1.58 2.46 -1.60 0.341
H 2.31 -1.33 0.24 0.253
H -0.78 2.36 -0.79 0.413
H -1.21 -2.22 0.23 0.303
H 0.26 -2.88 0.90 0.359
H -0.69 -1.71 1.84 0.310
```

Computed properties:
Maximum force: 0.0755 hartree/bohr
HOMO-LUMO gap: 8.351 eV
ΔE to the lowest compared entry with this formula, charge and spin: 12.6 kcal/mol
LUMO: -0.533 eV


The following is a quantum chemistry calculation of a structure of composition C7H7Cl2NO in a non-equilibrium geometry, from the Open Molecules 2025 dataset.

Structure (XYZ):
```
18
Properties=species:S:1:pos:R:3:mulliken_charge:R:1
C 0.58 -2.17 1.35 -0.003
C 1.14 -1.43 0.28 0.704
C -0.01 1.13 -0.39 -0.512
C -0.39 -0.23 -0.22 0.760
C -0.73 0.69 0.87 0.414
C 1.44 1.62 -0.40 -1.479
C -1.44 -1.00 -0.99 -1.539
N -0.11 -2.72 2.11 -0.366
O 2.16 -1.31 -0.31 -0.435
Cl -2.40 1.12 1.14 -0.176
Cl 0.18 0.80 2.40 -0.179
H -0.66 1.53 -1.08 0.562
H 1.84 1.29 0.52 0.374
H 1.32 2.74 -0.61 0.304
H 2.09 1.46 -1.16 0.421
H -2.33 -0.34 -1.14 0.374
H -1.75 -1.93 -0.52 0.359
H -0.94 -1.26 -1.87 0.416
```

Computed properties:
Maximum force: 0.1174 hartree/bohr
HOMO-LUMO gap: 8.732 eV
ΔE to the lowest compared entry with this formula, charge and spin: 91.9 kcal/mol
LUMO: -0.876 eV


The following is a quantum chemistry calculation of a structure of composition C7H7Cl3N4SScSi in a non-equilibrium geometry, from the Open Molecules 2025 dataset.

Structure (XYZ):
```
24
Properties=species:S:1:pos:R:3:mulliken_charge:R:1
Sc -0.02 0.69 0.48 0.872
N 3.60 -0.04 2.60 -0.358
C 2.40 -0.26 2.05 0.700
S 2.29 -0.39 0.30 -0.333
N 1.40 -0.43 2.90 -1.385
N 0.21 -0.49 2.27 0.627
C -0.77 -1.12 2.77 -0.329
C -1.98 -1.22 1.93 0.889
C -3.08 -1.95 2.33 -0.857
C -4.14 -2.09 1.44 -0.146
C -4.06 -1.50 0.20 -0.906
C -2.93 -0.76 -0.11 -0.007
N -1.91 -0.62 0.73 -0.153
H 4.42 -0.02 2.02 0.203
H 3.68 -0.01 3.60 0.258
H -0.68 -1.64 3.72 0.398
H -3.09 -2.41 3.31 0.396
H -5.01 -2.67 1.73 0.442
H -4.86 -1.59 -0.53 0.390
H -2.85 -0.26 -1.07 0.469
Cl 0.04 4.78 -1.57 -0.132
Si 0.11 2.79 -1.31 0.374
Cl 0.95 2.71 1.19 -0.226
Cl -1.86 2.34 -0.33 -0.185
```

Computed properties:
Maximum force: 0.0235 hartree/bohr
Total charge: +1
HOMO-LUMO gap: 7.273 eV
ΔE to the lowest compared entry with this formula, charge and spin: 7.8 kcal/mol
LUMO: -4.582 eV


The following is a quantum chemistry calculation of the molecule C7H7ClF3NS in a non-equilibrium geometry, from the Open Molecules 2025 dataset.

Structure (XYZ):
```
20
Properties=species:S:1:pos:R:3:mulliken_charge:R:1
C -1.66 -1.21 -1.03 -0.479
C -0.36 0.32 0.63 -0.751
C -1.47 -0.21 0.00 0.302
C -0.69 -2.13 -1.40 -0.235
C 1.97 0.72 0.30 0.675
C 3.33 0.08 0.51 -1.112
C -2.73 0.52 0.56 0.854
N 0.96 0.00 0.46 -0.315
F -3.76 0.15 -0.12 -0.270
F -3.00 0.31 1.82 -0.245
F -2.40 1.84 0.34 -0.254
S 1.95 2.42 -0.05 -0.251
Cl -1.07 -3.23 -2.67 -0.190
H -2.51 -1.18 -1.60 0.434
H -0.61 1.08 1.47 0.422
H 0.38 -2.11 -1.07 0.287
H 3.22 -0.99 0.88 0.277
H 3.91 0.71 1.35 0.288
H 3.98 0.22 -0.28 0.380
H 0.58 2.68 -0.09 0.181
```

Computed properties:
Maximum force: 0.0899 hartree/bohr
Structure (SMILES): C/C(S)=N/C=C(\C=C\Cl)C(F)(F)F
HOMO-LUMO gap: 8.037 eV
ΔE to the lowest compared entry with this formula, charge and spin: 14.4 kcal/mol
LUMO: -0.100 eV


The following is a quantum chemistry calculation of a cluster of 2 separate species, C7H7ClN2O2 in total in a non-equilibrium geometry, from the Open Molecules 2025 dataset.

Structure (XYZ):
```
19
Properties=species:S:1:pos:R:3:mulliken_charge:R:1
C 3.90 1.04 -0.64 -0.076
C 4.38 1.65 0.39 -0.606
C 0.03 -1.42 -0.93 -0.305
C -2.27 -0.65 -0.85 0.060
C 2.24 -0.59 -0.29 0.021
C 0.97 -0.38 -0.75 0.209
C -2.49 0.06 0.43 -0.957
N -1.23 -1.29 -1.16 -0.268
N 0.52 0.98 -0.84 0.991
O 0.98 1.79 -0.07 -0.533
O -0.34 1.22 -1.67 -0.598
Cl 2.95 -2.10 -0.32 -0.168
H 4.03 1.54 1.40 0.258
H 5.18 2.37 0.26 0.279
H 0.41 -2.43 -0.88 0.369
H -3.08 -0.65 -1.57 0.387
H -1.63 -0.02 1.09 0.294
H -3.37 -0.33 0.94 0.363
H -2.68 1.11 0.21 0.280
```

Computed properties:
Maximum force: 0.0436 hartree/bohr
HOMO-LUMO gap (alpha / beta): 6.413 / 6.422 eV
ΔE to the lowest compared entry with this formula, charge and spin: 246.8 kcal/mol
LUMO (alpha / beta): -1.366 / -1.362 eV